ORCA calculation (ωB97M-V with the def2-TZVPD basis set) on 11 unconnected molecules or ions with the total composition C28H85N7O11.

Values from the calculation:
Total energy = -2328.59944 Ha
Gap between HOMO and LUMO = 0.333 Ha
Energy above the lowest of the compared OMol25 structures with the same formula, charge and spin = 115.3 kJ/mol
LUMO = 0.350 eV
Max |F| = 0.0373 Eh/bohr

The geometry in ORCA input format:
```
! RIJCOSX wB97M-V def2-TZVPD def2/J DEFGRID3
* xyz 0 1
C 1.07209 4.71434 2.00272
C -0.37250 4.52016 1.55915
C -1.17103 5.77675 1.84349
O -2.55073 5.61022 1.57496
C -3.20882 6.85166 1.53005
N -0.37314 4.16305 0.10447
H 1.50050 5.59985 1.53626
H 1.62404 3.81072 1.74670
H 1.09635 4.79962 3.09251
H -0.85624 3.64816 2.00307
H -0.77674 6.64971 1.30997
H -1.05260 6.00333 2.91357
H -3.09517 7.42615 2.45164
H -4.27147 6.68401 1.34580
H -2.90071 7.42380 0.64587
H -1.37363 3.99641 -0.03291
H -0.20695 4.96837 -0.50041
C -5.85760 1.94187 -7.00859
C -6.06760 1.97402 -5.51266
C -4.77843 1.73715 -4.74945
O -4.22426 0.48646 -5.11149
C -2.79682 0.53949 -5.06737
N -6.87237 3.13181 -5.14365
H -5.13940 2.66810 -7.40482
H -6.77998 2.16520 -7.55061
H -5.57732 0.94603 -7.35179
H -6.64932 1.06270 -5.31735
H -4.90659 1.78332 -3.65856
H -4.08691 2.56847 -4.95814
H -2.37778 1.27870 -5.75523
H -2.42430 -0.39682 -5.48319
H -2.51811 0.69046 -4.02530
H -7.14250 3.10414 -4.16805
H -6.36076 3.98977 -5.31850
C -0.29474 -4.42162 -1.77508
C -1.03588 -3.68987 -2.89658
C -1.70612 -4.59304 -3.90743
O -0.76788 -5.12841 -4.78798
C -1.30919 -6.10191 -5.65371
N -1.97476 -2.74951 -2.27907
H 0.11838 -3.78613 -0.99225
H 0.52478 -5.02689 -2.16822
H -0.95268 -5.14924 -1.28596
H -0.31183 -3.09287 -3.46547
H -2.48925 -3.99005 -4.39876
H -2.29002 -5.38267 -3.40305
H -2.02955 -5.63097 -6.33556
H -1.76031 -6.92846 -5.10254
H -0.50710 -6.42698 -6.31509
H -2.89975 -2.69989 -2.70535
H -2.25536 -3.09053 -1.35940
C -0.64044 1.37234 5.07119
C 0.86722 1.17306 5.03893
C 1.51218 1.85193 3.82696
O 2.82368 1.39473 3.65242
C 3.45436 2.13542 2.61104
N 1.38731 1.82237 6.25693
H -1.02067 0.91069 5.98302
H -1.12419 0.80677 4.26729
H -0.93579 2.41989 5.02675
H 1.13953 0.12393 5.15581
H 1.38396 2.93964 3.93592
H 0.89934 1.68668 2.91844
H 4.45048 1.72318 2.44630
H 3.60758 3.14684 2.99976
H 2.91373 2.08337 1.66397
H 1.15472 2.80411 6.29358
H 2.37478 1.68476 6.41200
C -1.43820 0.83235 -0.64211
C -0.09480 0.14651 -0.63530
C -0.09382 -0.78961 0.59441
O 1.06704 -1.58216 0.67584
C 2.15929 -0.88771 1.26638
N 0.10343 -0.64034 -1.83641
H -1.73260 1.29915 0.29712
H -2.20896 0.10622 -0.92283
H -1.49885 1.58704 -1.43266
H 0.72322 0.87669 -0.61625
H -1.01795 -1.37289 0.51987
H -0.28899 -0.28026 1.55013
H 2.89892 -1.61421 1.59192
H 1.87416 -0.28507 2.13182
H 2.57620 -0.22423 0.50222
H -0.66910 -1.30865 -2.00764
H 0.86575 -1.30160 -1.68105
C 4.02478 -1.88995 -1.97036
C 5.29885 -2.47336 -2.56060
C 6.48112 -1.50940 -2.53193
O 6.23155 -0.36766 -3.31437
C 6.99200 0.73119 -2.86847
N 5.59607 -3.64124 -1.71583
H 4.18908 -1.55059 -0.94263
H 3.19665 -2.60385 -1.97862
H 3.54444 -1.05635 -2.49738
H 5.10330 -2.82148 -3.57527
H 7.37903 -2.03533 -2.87853
H 6.67120 -1.27611 -1.47528
H 6.67649 1.03336 -1.86382
H 6.89003 1.57946 -3.53826
H 8.05274 0.47052 -2.78366
H 6.27161 -4.23412 -2.19325
H 6.03818 -3.38187 -0.83822
C -0.07270 -2.77979 3.51405
C -0.70912 -3.22900 4.83025
C -0.36603 -2.33847 6.02344
O -1.10119 -2.71988 7.16787
C -0.92901 -1.78999 8.21758
N -2.19898 -3.27447 4.69717
H 1.01534 -2.83858 3.55075
H -0.37140 -1.73475 3.39991
H -0.45998 -3.39124 2.70312
H -0.46020 -4.28825 4.98150
H -0.61896 -1.30384 5.75658
H 0.71032 -2.39819 6.21956
H -1.50286 -2.20771 9.04298
H -1.29529 -0.79399 7.94210
H 0.11129 -1.64317 8.52728
H -2.45166 -4.24398 4.55000
H -2.54927 -3.07908 5.63443
O -3.00895 -1.40302 2.58512
H -3.25319 -0.63691 3.11344
H -2.66032 -2.05679 3.23726
O 3.04849 -3.86275 0.51071
H 2.28481 -3.31336 0.73169
H 3.49716 -3.37567 -0.19848
O 2.01429 3.41479 -1.55525
H 2.67902 4.04391 -1.25772
H 1.31152 3.44809 -0.87847
O 1.83643 1.18345 -3.31603
H 1.69323 1.98941 -2.78940
H 1.11555 0.58088 -3.04135
*
```

Atom charges from the Mulliken analysis, given in e for atoms 1 to 2: -1.501 0.935